Entry 1:
Computed, not measured: a cluster of 3 separate species, C3H14NO2 in total at a distorted geometry, with ωB97M-V/def2-TZVPD.

The value obtained for the total energy is -327.66819 Ha. Its charge is +1. As for the energy above the lowest of the compared OMol25 structures with the same formula, charge and spin: 1.480 eV. The value obtained for the LUMO energy is -2.83 eV.

Atoms and positions in Å:
H -1.261 1.920 0.549
H -1.661 0.724 -1.186
H 2.086 1.972 -1.138
C -1.048 -0.256 -0.744
H -1.775 -0.870 -0.307
O 0.597 -2.555 1.879
H -0.267 1.601 2.021
H 0.103 -0.545 0.882
H 2.057 2.945 -0.038
H 0.768 -0.268 -2.115
H 0.732 0.515 -0.021
N -0.209 0.236 0.326
C -0.901 1.226 1.224
H -1.827 0.735 1.608
H 0.090 -1.943 -1.697
H -0.837 -0.743 -2.861
H 1.279 -2.680 2.529
O 1.541 2.216 -0.419
C -0.174 -0.787 -1.896
H 0.706 -3.443 1.404

Entry 2:
Computed, not measured: a structure of composition C17H45As3IrN4 at a distorted geometry, with ωB97M-V/def2-TZVPD.

The value obtained for the total energy is -7704.21825 Ha. Its charge is +3. As for the energy above the lowest of the compared OMol25 structures with the same formula, charge and spin: 0.000 eV. The value obtained for the LUMO energy (alpha / beta) is -8.13 / -11.83 eV. As for the spin multiplicity: 5.

Atoms and positions in Å:
C 9.111 9.339 12.313
C 8.652 8.026 11.631
H 9.774 10.024 6.821
C 10.657 10.725 9.711
C 7.206 4.838 13.036
H 6.578 8.552 11.857
H 7.647 4.255 12.221
H 13.939 8.202 10.216
H 14.874 6.018 6.974
H 7.613 9.000 9.968
As 9.982 8.968 9.187
H 11.547 4.481 10.816
C 12.266 4.720 7.340
H 14.250 8.141 6.465
H 10.314 3.946 7.231
C 10.784 4.927 7.139
H 10.607 5.270 6.122
H 5.795 6.646 9.784
H 12.691 4.125 6.536
C 9.246 9.242 7.368
C 9.605 6.857 11.900
H 14.069 8.645 8.687
H 14.772 6.055 9.864
H 14.379 4.801 8.111
H 8.385 10.100 12.097
N 12.848 6.024 7.438
H 13.128 8.474 5.191
H 9.850 5.492 8.878
H 7.081 5.425 10.005
C 12.622 8.229 12.167
H 13.195 5.210 10.905
H 11.285 11.111 8.905
H 13.516 6.099 5.428
H 6.539 4.214 13.624
C 13.201 8.063 6.195
As 6.002 6.204 12.261
H 9.252 8.327 6.779
C 7.242 7.772 12.222
H 8.093 7.363 9.626
H 7.325 7.971 13.310
C 14.674 6.710 8.983
H 9.829 11.442 9.808
N 13.767 7.849 9.250
H 13.526 7.656 12.418
H 12.874 9.202 11.693
H 12.475 4.154 8.250
H 11.541 9.063 6.660
H 11.267 10.745 10.635
H 11.849 6.502 5.647
Ir 11.791 7.348 8.791
H 9.602 6.547 7.656
H 8.006 5.246 13.649
H 12.182 4.973 12.361
C 12.829 6.616 6.093
H 10.069 9.715 11.931
N 12.335 8.716 7.220
N 10.326 5.973 8.083
H 9.178 5.942 11.461
As 11.430 7.048 11.127
H 5.298 4.961 10.147
H 12.108 8.446 13.126
H 8.190 9.523 7.455
C 12.165 5.240 11.296
H 15.685 7.046 8.726
H 9.240 9.259 13.389
H 9.721 6.626 12.985
C 6.071 5.729 10.310
C 14.233 5.845 7.848
C 8.418 8.276 10.138
H 12.810 9.591 7.469

Entry 3:
Computed, not measured: the ion C4H10N2O with charge +1 at a distorted geometry, with ωB97M-V/def2-TZVPD.

The value obtained for the total energy is -342.81836 Ha. Its charge is +1. As for the energy above the lowest of the compared OMol25 structures with the same formula, charge and spin: 1.366 eV. The value obtained for the LUMO energy (alpha / beta) is -3.40 / -9.01 eV. As for the spin multiplicity: 2.

Atoms and positions in Å:
O -0.091 0.530 -2.406
H -1.762 0.798 -0.038
H 0.970 -1.538 1.215
C 1.088 0.636 0.965
H -1.328 -0.912 0.175
H 2.567 -0.914 1.570
N -2.506 -0.390 -1.489
H 1.835 0.950 -0.984
N 1.045 0.617 -0.432
H 1.832 1.343 1.344
H -2.710 0.372 -2.118
H 1.275 -0.607 2.787
C 1.510 -0.725 1.719
H -2.303 -1.251 -1.981
C -1.438 -0.114 -0.567
C -0.099 0.302 -1.229
H 0.117 0.904 1.468